#P
Below is a 2-piece molecular cluster, C4H13NO2S overall, with properties calculated with wB97M-V/def2-TZVPD.

Computed properties:
SMILES string: N[C@@H](CO)CCS.O
Frontier orbital gap (eV): 9.4
E_LUMO (eV): 0.5776
Highest occupied orbital energy (eV): -8.843

Element x y z (Å)
1 N -0.901 -1.585 -0.245
2 C -0.562 -0.307 0.329
3 C -1.708 0.143 1.223
4 O -1.247 0.642 2.630
5 C 0.796 -0.261 1.116
6 C 1.533 1.123 0.786
7 S 2.182 1.530 -0.804
8 H -0.101 -2.071 -0.536
9 H -1.346 -2.257 0.306
10 H -0.589 0.515 -0.571
11 H -2.438 -0.654 1.329
12 H -2.282 0.936 0.826
13 H -1.232 -0.258 3.090
14 H 0.639 -0.411 2.231
15 H 1.543 -1.034 0.782
16 H 2.400 0.926 1.375
17 H 0.959 2.012 1.207
18 H 2.241 0.261 -1.412
19 O -1.836 -2.042 -3.665
20 H -2.627 -2.498 -3.686
21 H -1.458 -1.837 -2.796

natural (NBO) population analysis, charges in e, atoms 1 to 2: atom 1 (N): -0.850, atom 2 (C): -0.093


#Q
Below is a 2-piece molecular cluster, C4H13NO2S overall, with properties calculated with wB97M-V/def2-TZVPD.

Computed properties:
SMILES string: C[C@@H](CS)NCO.O
Frontier orbital gap (eV): 9.4
E_LUMO (eV): 0.5391
Highest occupied orbital energy (eV): -8.811

Element x y z (Å)
1 C 1.860 -0.225 0.192
2 C 0.763 -0.633 -0.822
3 C 0.911 -2.095 -1.309
4 S 0.222 -3.319 -0.126
5 N -0.549 -0.239 -0.351
6 C -1.144 0.930 -0.939
7 O -0.949 2.155 -0.184
8 H 1.523 -0.568 1.179
9 H 2.885 -0.573 0.094
10 H 1.802 0.864 0.241
11 H 0.989 -0.020 -1.700
12 H 1.987 -2.209 -1.436
13 H 0.346 -2.196 -2.232
14 H -0.515 -4.007 -0.999
15 H -0.652 -0.284 0.650
16 H -2.228 0.863 -0.993
17 H -0.629 1.182 -1.856
18 H -0.951 2.143 0.794
19 O -1.833 2.518 2.936
20 H -1.488 3.400 3.116
21 H -2.352 2.314 3.746

natural (NBO) population analysis, charges in e, atoms 1 to 2: atom 1 (C): -0.636, atom 2 (C): -0.044


The structure with the least stability is #P.


#P
Below is one molecule with the formula C4H2O2, with properties calculated with wB97M-V/def2-TZVPD.

Computed properties:
SMILES string: C#CC(=O)C=O
Frontier orbital gap (eV): 9.4
E_LUMO (eV): -0.9938
Highest occupied orbital energy (eV): -10.363

Element x y z (Å)
1 C -0.834 -1.268 1.464
2 C -0.171 -0.851 0.551
3 C 0.483 -0.256 -0.595
4 O 1.152 -0.855 -1.404
5 C 0.294 1.256 -0.736
6 O 0.142 1.965 0.222
7 H -1.434 -1.619 2.275
8 H 0.369 1.627 -1.777

natural (NBO) population analysis, charges in e, atoms 1 to 2: atom 1 (C): -0.092, atom 2 (C): -0.146


#Q
Below is one molecule with the formula C4H2O2, with properties calculated with wB97M-V/def2-TZVPD.

Computed properties:
SMILES string: C#COC=C=O
Frontier orbital gap (eV): 8.6
E_LUMO (eV): -0.5319
Highest occupied orbital energy (eV): -9.105

Element x y z (Å)
1 C -0.694 -1.290 1.011
2 C -0.393 -0.631 0.053
3 O -0.124 0.028 -0.990
4 C 0.890 0.975 -1.101
5 C 2.133 0.846 -0.759
6 O 3.316 0.836 -0.561
7 H -1.160 -1.983 1.623
8 H 0.510 1.714 -1.895

natural (NBO) population analysis, charges in e, atoms 1 to 2: atom 1 (C): -0.376, atom 2 (C): 0.313


The structure with the least stability is #Q.


#P
Below is a 2-piece molecular cluster, C4H2O2 overall, with properties calculated with wB97M-V/def2-TZVPD.

Computed properties:
Frontier orbital gap (eV): 8.5
E_LUMO (eV): -0.2034
Highest occupied orbital energy (eV): -8.750

Element x y z (Å)
1 O 2.909 0.626 -1.752
2 C 1.901 0.115 -1.856
3 C -0.051 -0.024 -0.027
4 O -0.560 -0.702 -1.019
5 C -0.898 0.049 1.111
6 C -1.458 0.227 2.170
7 H 0.147 -0.651 -1.710
8 H -1.990 0.360 3.084

natural (NBO) population analysis, charges in e, atoms 1 to 2: atom 1 (O): -0.473, atom 2 (C): 0.482


#Q
Below is one molecule with the formula C4H2O2, with properties calculated with wB97M-V/def2-TZVPD.

Computed properties:
Frontier orbital gap (eV): 7.3
E_LUMO (eV): -1.3711
Highest occupied orbital energy (eV): -8.706

Element x y z (Å)
1 O -2.836 -0.540 -0.077
2 C -1.740 -0.941 -0.420
3 C -0.498 -0.479 0.106
4 C 0.545 0.129 0.325
5 C 1.744 1.291 0.110
6 O 1.753 0.362 1.017
7 H -1.632 -1.739 -1.181
8 H 2.664 1.918 0.121

natural (NBO) population analysis, charges in e, atoms 1 to 2: atom 1 (O): -0.537, atom 2 (C): 0.351


#R
Below is a 2-piece molecular cluster, C4H2O2 overall, with properties calculated with wB97M-V/def2-TZVPD.

Computed properties:
Frontier orbital gap (eV): 9.0
E_LUMO (eV): -1.0217
Highest occupied orbital energy (eV): -10.026

Element x y z (Å)
1 O -2.807 -0.547 0.732
2 C -1.685 -0.677 0.710
3 C -0.845 1.432 -0.899
4 C 0.330 0.982 -0.752
5 C 1.341 0.197 -0.314
6 O 1.126 -0.842 0.449
7 H 0.144 -0.884 0.611
8 H 2.398 0.339 -0.537

natural (NBO) population analysis, charges in e, atoms 1 to 2: atom 1 (O): -0.439, atom 2 (C): 0.504


The structure with the least stability is #Q.


#P
Below is one molecule with the formula C16H15N3O4S, with properties calculated with wB97M-V/def2-TZVPD.

Computed properties:
SMILES string: Cn1cc(S(=O)(=O)Nc2cccc3ccccc23)c(=O)n(C)c1=O
Frontier orbital gap (eV): 8.2
E_LUMO (eV): 0.2739
Highest occupied orbital energy (eV): -7.949

Element x y z (Å)
1 C -2.289 5.062 -0.125
2 N -1.616 3.922 0.461
3 C -1.790 2.668 0.003
4 C -1.168 1.606 0.552
5 S -1.543 -0.013 -0.116
6 O -2.388 0.250 -1.251
7 O -2.017 -0.873 0.914
8 N -0.076 -0.528 -0.722
9 C 0.493 -1.761 -0.360
10 C 0.696 -2.026 0.972
11 C 1.277 -3.233 1.375
12 C 1.670 -4.159 0.450
13 C 1.476 -3.921 -0.926
14 C 1.869 -4.870 -1.894
15 C 1.655 -4.652 -3.225
16 C 1.026 -3.472 -3.646
17 C 0.642 -2.527 -2.735
18 C 0.861 -2.712 -1.353
19 C -0.285 1.761 1.682
20 O 0.318 0.872 2.237
21 N -0.163 3.090 2.108
22 C 0.693 3.370 3.249
23 C -0.788 4.181 1.554
24 O -0.639 5.304 1.971
25 H -2.960 5.512 0.608
26 H -1.551 5.813 -0.409
27 H -2.852 4.742 -0.996
28 H -2.456 2.518 -0.835
29 H -0.049 -0.331 -1.711
30 H 0.406 -1.291 1.703
31 H 1.420 -3.417 2.429
32 H 2.130 -5.088 0.755
33 H 2.344 -5.780 -1.556
34 H 1.958 -5.385 -3.958
35 H 0.843 -3.314 -4.699
36 H 0.146 -1.634 -3.090
37 H 1.118 2.426 3.581
38 H 0.107 3.826 4.046
39 H 1.482 4.062 2.956

natural (NBO) population analysis, charges in e, atoms 1 to 2: atom 1 (C): -0.399, atom 2 (N): -0.407


#Q
Below is one molecule with the formula C16H15N3O4S, with properties calculated with wB97M-V/def2-TZVPD.

Computed properties:
SMILES string: O=C(NCCc1cccs1)[C@H]1CC(c2ccccc2[N+](=O)[O-])=NO1
Frontier orbital gap (eV): 8.2
E_LUMO (eV): -0.7081
Highest occupied orbital energy (eV): -8.935

Element x y z (Å)
1 O 0.919 2.731 -1.358
2 C 1.228 2.305 -0.267
3 N 2.470 1.957 0.105
4 C 3.550 1.844 -0.850
5 C 3.435 0.548 -1.673
6 C 3.264 -0.636 -0.784
7 C 2.163 -1.418 -0.627
8 C 2.332 -2.428 0.350
9 C 3.557 -2.393 0.928
10 S 4.535 -1.131 0.291
11 C 0.191 2.133 0.864
12 C -1.185 1.777 0.301
13 C -1.250 0.321 0.696
14 C -2.190 -0.688 0.230
15 C -1.706 -1.994 0.096
16 C -2.481 -3.001 -0.441
17 C -3.767 -2.730 -0.890
18 C -4.277 -1.456 -0.752
19 C -3.509 -0.447 -0.179
20 N -4.175 0.808 0.042
21 O -5.031 1.135 -0.753
22 O -3.870 1.445 1.030
23 N -0.276 -0.026 1.449
24 O 0.559 1.011 1.691
25 H 2.567 1.466 0.983
26 H 4.493 1.864 -0.301
27 H 3.495 2.704 -1.521
28 H 2.566 0.624 -2.329
29 H 4.330 0.444 -2.289
30 H 1.260 -1.283 -1.195
31 H 1.576 -3.147 0.608
32 H 3.955 -3.029 1.692
33 H 0.198 3.028 1.491
34 H -1.214 1.924 -0.782
35 H -1.990 2.351 0.762
36 H -0.697 -2.185 0.424
37 H -2.079 -3.999 -0.526
38 H -4.370 -3.509 -1.331
39 H -5.283 -1.218 -1.064

natural (NBO) population analysis, charges in e, atoms 1 to 2: atom 1 (O): -0.626, atom 2 (C): 0.656


The structure with the least stability is #Q.


#P
Below is an isolated ion of composition C4H9NO2 and charge +1, with properties calculated with wB97M-V/def2-TZVPD.

Computed properties:
⟨S²⟩: 0.7575
Frontier orbital gap (alpha / beta) (eV): 10.7 / 5.2
Multiplicity: 2
E_LUMO (alpha / beta) (eV): -4.8579 / -9.7591
Charge: +1
Highest occupied orbital energy (alpha / beta) (eV): -15.584 / -14.913

Element x y z (Å)
1 O 2.177 -1.048 0.690
2 C 1.900 0.057 0.387
3 C 0.577 0.571 -0.211
4 C -0.717 -0.266 -0.148
5 C -1.103 -0.715 1.247
6 O -1.713 0.574 -0.751
7 N 0.925 0.669 -1.658
8 H 2.734 0.815 0.323
9 H 0.309 1.413 0.429
10 H -0.688 -1.059 -0.906
11 H -2.157 -0.951 1.381
12 H -0.559 -1.627 1.547
13 H -0.719 0.067 1.926
14 H -2.193 1.093 -0.115
15 H 1.227 -0.243 -2.031
16 H -0.002 0.649 -2.111

natural (NBO) population analysis, charges in e, atoms 1 to 2: atom 1 (O): -0.253, atom 2 (C): 0.448


#Q
Below is an isolated ion of composition C4H9NO2 and charge +1, with properties calculated with wB97M-V/def2-TZVPD.

Computed properties:
⟨S²⟩: 0.7551
Frontier orbital gap (alpha / beta) (eV): 10.5 / 5.5
Multiplicity: 2
E_LUMO (alpha / beta) (eV): -4.0354 / -8.9746
Charge: +1
Highest occupied orbital energy (alpha / beta) (eV): -14.519 / -14.502

Element x y z (Å)
1 C 1.479 0.309 0.588
2 O 1.701 0.576 -0.801
3 C 0.072 0.792 0.892
4 C -1.057 -0.261 0.734
5 C -0.964 -1.020 -0.561
6 N -1.258 -0.398 -1.682
7 O -0.739 -2.244 -0.544
8 H 1.651 -0.721 0.904
9 H 2.169 0.966 1.126
10 H 2.596 0.295 -1.036
11 H 0.090 0.995 1.965
12 H -0.139 1.719 0.368
13 H -1.045 -0.977 1.554
14 H -2.007 0.270 0.788
15 H -1.438 0.593 -1.742
16 H -1.111 -0.894 -2.552

natural (NBO) population analysis, charges in e, atoms 1 to 2: atom 1 (C): -0.084, atom 2 (O): -0.739


The structure with the least stability is #P.


#P
Below is one molecule with the formula C4H4O3, with properties calculated with wB97M-V/def2-TZVPD.

Computed properties:
Frontier orbital gap (alpha / beta) (eV): 7.8 / 8.0
E_LUMO (alpha / beta) (eV): -0.5645 / -0.4563
Highest occupied orbital energy (alpha / beta) (eV): -8.325 / -8.481

Element x y z (Å)
1 C 0.765 -0.107 -0.307
2 C -0.380 0.931 -0.367
3 C -1.084 1.872 0.567
4 C 1.032 -1.351 -0.955
5 O -0.801 1.030 -1.505
6 O 1.047 -1.175 0.476
7 O -0.898 1.825 1.936
8 H -1.882 2.362 0.146
9 H 0.220 -2.015 -1.496
10 H 2.103 -1.616 -1.373
11 H -0.097 1.626 2.395

natural (NBO) population analysis, charges in e, atoms 1 to 2: atom 1 (C): 0.226, atom 2 (C): 0.328


#Q
Below is one molecule with the formula C4H4O3, with properties calculated with wB97M-V/def2-TZVPD.

Computed properties:
SMILES string: O=CC1(C=O)CO1
Frontier orbital gap (eV): 10.1
E_LUMO (eV): 0.1734
Highest occupied orbital energy (eV): -9.939

Element x y z (Å)
1 O 0.377 0.229 2.280
2 C -0.388 -0.116 1.416
3 C 0.075 -0.192 -0.013
4 C -1.120 -0.419 -0.955
5 O -2.222 -0.187 -0.511
6 C 1.271 0.564 -0.448
7 O 1.353 -0.805 -0.140
8 H -1.416 -0.415 1.664
9 H -1.069 -0.730 -2.018
10 H 1.330 0.796 -1.512
11 H 1.794 1.242 0.228

natural (NBO) population analysis, charges in e, atoms 1 to 2: atom 1 (O): -0.493, atom 2 (C): 0.409


The structure with the least stability is #P.


#P
Below is one molecule with the formula C5H5N3O3, with properties calculated with wB97M-V/def2-TZVPD.

Computed properties:
SMILES string: Cn1ncc(=O)[n+]([O-])c1C=O
Frontier orbital gap (alpha / beta) (eV): 7.8 / 7.8
E_LUMO (alpha / beta) (eV): -0.9216 / -0.9251
Highest occupied orbital energy (alpha / beta) (eV): -8.675 / -8.689

Element x y z (Å)
1 C 0.113 -2.102 -0.322
2 N -0.198 -0.701 -0.014
3 N -1.466 -0.538 0.237
4 C -2.012 0.577 0.603
5 C -1.324 1.799 0.595
6 O -1.683 2.931 0.750
7 N 0.218 1.562 0.179
8 O 0.860 2.638 0.266
9 C 0.746 0.299 -0.019
10 C 2.108 0.011 -0.513
11 O 3.012 0.797 -0.492
12 H 1.100 -2.075 -0.729
13 H 0.049 -2.665 0.552
14 H -0.645 -2.275 -1.072
15 H -3.106 0.692 0.908
16 H 2.229 -0.950 -0.930

natural (NBO) population analysis, charges in e, atoms 1 to 2: atom 1 (C): -0.384, atom 2 (N): -0.129


#Q
Below is one molecule with the formula C5H5N3O3, with properties calculated with wB97M-V/def2-TZVPD.

Computed properties:
SMILES string: N/N=C/c1ccc([N+](=O)[O-])o1
Frontier orbital gap (eV): 8.4
E_LUMO (eV): -0.4760
Highest occupied orbital energy (eV): -8.891

Element x y z (Å)
1 N 0.976 0.740 3.478
2 N 0.766 -0.004 2.191
3 C -0.292 0.397 1.508
4 C 0.001 0.032 0.117
5 C 1.125 -0.250 -0.492
6 C 0.656 -0.509 -1.806
7 C -0.663 -0.394 -1.827
8 N -1.621 -0.451 -2.935
9 O -2.786 -0.462 -2.750
10 O -1.008 -0.543 -4.018
11 O -1.084 0.005 -0.641
12 H 0.038 1.013 4.011
13 H 1.648 0.273 3.985
14 H -1.255 0.998 1.866
15 H 2.138 -0.321 0.016
16 H 1.362 -0.524 -2.702

natural (NBO) population analysis, charges in e, atoms 1 to 2: atom 1 (N): -0.668, atom 2 (N): -0.211


The structure with the least stability is #Q.


#P
Below is a 2-piece molecular cluster, C4H5N3O overall, with properties calculated with wB97M-V/def2-TZVPD.

Computed properties:
Frontier orbital gap (eV): 9.0
E_LUMO (eV): 0.0140
Highest occupied orbital energy (eV): -9.013

Element x y z (Å)
1 N -0.566 -1.179 2.008
2 C 0.010 -1.394 0.834
3 C 0.125 -0.308 -0.171
4 N -0.368 -0.331 -1.395
5 C -0.027 0.865 -1.959
6 C 0.600 1.661 -1.026
7 N 0.610 0.929 0.124
8 H -0.327 1.132 -2.969
9 H 0.960 2.684 -1.062
10 H 0.874 1.283 1.035
11 O -0.537 -2.498 0.423
12 H -0.171 -0.406 2.531
13 H -1.182 -2.439 1.629

natural (NBO) population analysis, charges in e, atoms 1 to 2: atom 1 (N): -0.794, atom 2 (C): 0.560


#Q
Below is C4H5N3O as an isolated structure, with properties calculated with wB97M-V/def2-TZVPD.

Computed properties:
Frontier orbital gap (eV): 8.2
E_LUMO (eV): -0.9508
Highest occupied orbital energy (eV): -9.170

Element x y z (Å)
1 C 2.140 -0.177 -0.016
2 C 0.668 0.035 0.253
3 C -0.380 -0.742 0.005
4 C -1.671 -0.070 0.018
5 H 2.027 -1.257 -0.707
6 H 2.786 -0.432 1.157
7 H 2.876 0.620 -0.698
8 H 0.018 -1.756 -0.231
9 H -3.459 -0.051 -0.292
10 N -2.845 -0.720 0.334
11 N -1.756 1.170 -0.216
12 N -0.871 2.006 0.096
13 O 0.467 1.375 0.297

natural (NBO) population analysis, charges in e, atoms 1 to 2: atom 1 (C): -0.685, atom 2 (C): 0.342


The structure with the least stability is #Q.